Density functional theory data (wB97M-V/def2-TZVPD) for the molecule C3H2N4O.

For the orbital gap, the calculation gives 8.46 eV. The structure (SMILES) is [H]/N=c1\[nH]nc(C#N)o1. Its total energy is -11146.9958 eV. As for the HOMO energy: -9.40 eV.

The geometry in XYZ format:
```
10
Properties=species:S:1:pos:R:3:nbo_charge:R:1
H -1.9125 -1.0879 -1.8801 0.338
N -1.5661 -0.0048 -1.7997 -0.726
C -0.7605 0.0635 -0.7239 0.622
N -0.4971 -1.0093 -0.0371 -0.449
N 0.5515 -0.7610 0.8250 -0.192
C 0.7386 0.5317 0.7487 0.360
C 1.9448 1.2497 1.1762 0.206
N 3.0541 1.5008 1.6220 -0.196
O -0.0200 1.0572 -0.2442 -0.408
H -1.5328 -1.5398 0.3132 0.445
```

=====

Density functional theory data (wB97M-V/def2-TZVPD) for a 2-piece molecular cluster, C3H2NO2Se overall.

For the orbital gap, the calculation gives 6.08 eV. Its total energy is -74073.7907 eV. As for the HOMO energy: -2.95 eV. Its charge is -1.

The geometry in XYZ format:
```
9
Properties=species:S:1:pos:R:3:nbo_charge:R:1
C -1.1379 1.4720 -0.1451 0.251
C -1.1962 -0.9455 0.1294 0.823
C -0.5365 0.2329 -0.4364 -0.164
N -1.5548 2.4788 0.2525 -0.297
O -1.4291 -1.7116 0.9565 -0.494
O -1.3712 -0.6904 -1.1807 -0.448
Se 3.3539 0.0972 -0.0296 -1.016
H 0.4778 0.0879 -0.4785 0.300
H 3.3939 -1.0213 0.9318 0.045
```

=====

Density functional theory data (wB97M-V/def2-TZVPD) for C3H2NO2Se as an isolated structure.

For the orbital gap (spin up / spin down), the calculation gives 6.45 / 6.86 eV. Its total energy is -74071.2751 eV. As for the HOMO energy (spin up / spin down): -3.85 / -4.07 eV. Its charge is -1.

The geometry in XYZ format:
```
9
Properties=species:S:1:pos:R:3:nbo_charge:R:1
C -1.0435 -0.8709 0.9170 0.235
C 1.2426 -0.6756 -0.6037 0.768
C -0.0872 -0.2570 0.1326 -0.615
N -1.9508 -1.2203 1.5715 -0.438
O 1.6324 0.4332 -1.0552 -0.770
O 1.6537 -1.8166 -0.6516 -0.698
Se -0.0056 1.5880 0.1446 0.547
H -0.2045 1.7777 -1.7677 -0.062
H -1.2370 1.0416 1.3125 0.035
```

=====

Density functional theory data (wB97M-V/def2-TZVPD) for a 2-piece molecular cluster, C3H2NO3 overall.

For the orbital gap, the calculation gives 7.36 eV. Its total energy is -10774.3206 eV. As for the HOMO energy: -3.45 eV. Its charge is -1.

The geometry in XYZ format:
```
9
Properties=species:S:1:pos:R:3:nbo_charge:R:1
C -1.8689 -0.4282 0.2954 0.898
C 0.8274 0.3212 -0.8469 0.660
C 1.9789 -0.1358 -0.2282 -0.428
N -1.1629 -0.5744 1.2916 -0.803
O -0.2616 0.1331 -1.3813 -0.698
O -2.9097 -0.4085 -0.2540 -0.547
O 1.7114 1.2964 -0.8846 -0.587
H 1.9211 0.1154 0.8522 0.116
H -0.2356 -0.3192 1.1558 0.389
```

=====

Density functional theory data (wB97M-V/def2-TZVPD) for an isolated ion of composition C3H2NO3 and charge -1.

For the orbital gap, the calculation gives 5.65 eV. Its total energy is -10774.5491 eV. As for the HOMO energy: -1.69 eV. Its charge is -1.

The geometry in XYZ format:
```
9
Properties=species:S:1:pos:R:3:nbo_charge:R:1
C 0.7854 -0.6217 -0.7755 -0.228
C 0.9506 1.7159 0.0203 0.779
C -1.3138 -0.8161 0.3406 0.614
N 0.9558 0.5084 0.0298 -0.555
O -2.5148 -1.0797 0.4124 -0.681
O 0.9807 2.8939 0.3066 -0.644
O -0.5027 -1.1982 -0.6027 -0.493
H 1.4390 -1.3835 -0.6931 0.120
H -0.7801 -0.0190 0.9617 0.088
```

=====

Density functional theory data (wB97M-V/def2-TZVPD) for a 2-piece molecular cluster, C3H2NOS overall.

For the orbital gap (spin up / spin down), the calculation gives 6.62 / 6.96 eV. Its total energy is -17512.9778 eV. As for the HOMO energy (spin up / spin down): -3.81 / -3.80 eV. Its charge is -1.

The geometry in XYZ format:
```
8
Properties=species:S:1:pos:R:3:nbo_charge:R:1
C -0.6853 0.0467 0.7967 -0.299
C 0.4358 0.0402 -1.0155 0.272
C -1.4517 0.6115 -0.1209 0.212
N 0.5246 -0.3849 0.2022 -0.488
O -0.7518 0.5913 -1.3211 -0.474
S -4.1822 1.8237 -0.0692 -0.585
H -0.9927 -0.0697 1.8768 0.208
H 1.0482 -0.1908 -1.7717 0.155
```

=====

Density functional theory data (wB97M-V/def2-TZVPD) for an isolated ion of composition C3H2NS2 and charge -1.

For the orbital gap, the calculation gives 6.71 eV. The structure (SMILES) is S=C=C/N=C\[S-]. Its total energy is -26303.3354 eV. As for the HOMO energy: -3.39 eV. Its charge is -1.

The geometry in XYZ format:
```
8
Properties=species:S:1:pos:R:3:nbo_charge:R:1
S 4.4350 -0.1797 0.0145 -0.097
C 2.8404 -0.1441 -0.1328 -0.055
C 1.5637 -0.1171 0.0649 -0.211
N 0.5706 0.8309 0.0308 -0.566
C -0.6382 0.3634 0.0563 -0.069
S -1.0432 -1.2716 -0.0180 -0.443
H 1.1506 -1.2040 0.2760 0.265
H -1.6392 1.0113 -0.0036 0.176
```

=====

Density functional theory data (wB97M-V/def2-TZVPD) for an isolated ion of composition C3H2NS2 and charge -1.

For the orbital gap, the calculation gives 5.90 eV. Its total energy is -26301.7803 eV. As for the HOMO energy: -2.28 eV. Its charge is -1.

The geometry in XYZ format:
```
8
Properties=species:S:1:pos:R:3:nbo_charge:R:1
C 0.1563 0.1772 1.2773 -0.095
C -1.3708 0.0787 -0.4097 -0.334
C 1.2346 -0.1386 -0.6032 -0.541
N -1.0180 0.1367 0.8225 -0.426
S 2.8377 -0.2942 -0.8252 -0.251
S -0.0543 -0.0330 -1.6553 0.298
H 0.5633 -0.2715 2.1578 0.172
H -2.3489 0.3446 -0.7641 0.176
```